Density functional theory data (wB97M-V/def2-TZVPD) for a structure of composition C9H24BaNO12S3.

```
50
Properties=species:S:1:pos:R:3:forces:R:3
Ba 6.3195 4.6823 -4.8964 -0.343 -0.634 0.772
N 5.0282 1.8053 -0.4326 3.163 -1.755 1.267
O 5.6961 1.3596 -1.3622 2.105 -2.317 -2.544
O 4.4223 2.7699 -0.7096 -4.178 4.772 0.156
O 5.1880 1.3336 0.6914 -0.870 -0.160 0.415
O 1.7967 -4.7162 2.4292 -0.720 1.391 0.122
S 1.2692 -3.4860 1.8558 -0.557 -1.333 -0.468
O -0.0627 -3.5402 1.1939 3.032 0.986 2.054
O 1.3309 -2.2463 2.9874 -0.948 -0.847 -2.449
C 2.2408 -2.1483 4.0964 0.653 -0.502 -0.699
C 1.8569 -3.0271 5.1909 -1.278 -0.589 2.492
C 2.5031 -3.0304 0.6193 -1.237 1.162 -0.235
H 2.2552 -1.1100 4.4276 -0.277 0.059 -0.454
H 3.2626 -2.4287 3.8406 0.079 0.221 -0.613
H 0.8369 -2.9260 5.5619 -0.527 0.264 -0.728
H 2.3318 -2.6190 6.0832 0.834 -0.608 0.131
H 1.9737 -4.1021 5.0544 0.562 0.228 -0.109
H 2.4637 -3.6994 -0.2403 0.234 -0.792 0.695
H 3.4739 -2.8706 1.0884 -0.167 -0.154 -0.204
H 2.1028 -2.1420 0.1308 0.321 0.570 0.461
O 1.4668 1.8868 -5.5652 -0.152 -0.271 -0.361
S 1.0387 0.6640 -6.2029 -1.193 0.049 -1.396
O 1.4224 -0.5748 -5.5985 -0.086 0.289 -0.445
O -0.6171 0.6807 -6.4335 2.706 0.374 -0.217
C -1.2575 0.8559 -5.2006 -1.923 0.329 1.884
C -2.7485 1.2154 -5.4154 0.465 -0.013 0.014
C 1.3878 0.7767 -7.9934 -0.501 -0.015 0.432
H -0.8518 1.6565 -4.5821 0.401 0.495 -0.549
H -1.0523 -0.0032 -4.5620 -0.601 -0.486 -0.203
H -3.1989 1.5463 -4.4795 0.122 -0.316 0.184
H -3.3744 0.4347 -5.8475 0.264 -0.137 0.054
H -2.8275 2.0954 -6.0537 0.213 -0.055 -0.224
H 2.3372 0.3224 -8.2767 -0.027 0.144 0.335
H 1.3084 1.8338 -8.2468 0.325 -0.030 0.150
H 0.5754 0.2965 -8.5389 0.081 -0.293 0.291
O -4.0452 3.5719 2.0581 0.392 -1.140 1.258
S -3.3383 2.8303 3.0815 1.841 0.240 0.947
O -2.8924 3.4999 4.3301 -1.381 -1.503 -2.424
O -4.1678 1.4480 3.4065 -0.310 1.647 -1.297
C -3.9378 0.8090 4.6413 1.160 -0.801 1.552
C -4.3888 -0.6498 4.6390 -0.768 -0.189 0.017
C -1.8112 2.0603 2.3314 -0.910 1.105 0.716
H -4.3497 1.4154 5.4480 -0.143 -0.169 -0.012
H -2.8611 0.7520 4.8009 0.207 0.305 0.102
H -5.4250 -0.8189 4.9321 -0.383 0.452 -0.737
H -3.9372 -1.2920 5.3952 0.871 0.512 0.051
H -4.1616 -1.0934 3.6696 -0.224 -0.053 0.010
H -1.0991 1.9378 3.1475 -0.264 -0.469 0.014
H -1.3750 2.8323 1.6975 -0.280 -0.154 -0.269
H -2.1082 1.1514 1.8081 0.217 0.191 0.063
```
Positions in Å, forces in eV/Å.

The HOMO energy is -9.8007 eV. For the energy, the calculation gives -68963.90245 eV. Its charge is +1. As for the HOMO-LUMO gap: 2.67 eV.



Density functional theory data (wB97M-V/def2-TZVPD) for a cluster of 2 separate species, C9H24ClFN3O4P2 in total.

```
44
Properties=species:S:1:pos:R:3:forces:R:3
C 2.5510 -1.8326 2.5734 0.417 -0.148 -0.008
C 1.9705 -0.8653 1.4466 1.031 -0.499 0.953
F 2.8594 0.2845 1.4062 -1.831 -1.704 -0.168
C 0.4904 -0.3205 1.6906 -0.382 5.068 -0.555
O 0.3340 0.9273 1.5722 0.520 -4.953 0.216
O -0.6757 -1.0820 1.9469 2.172 -0.510 0.235
C -0.9557 -1.3204 3.3442 -0.390 0.323 0.186
N -0.1927 -2.4455 3.9695 -0.807 -0.165 -0.809
P -2.8057 -1.8910 3.3872 -0.225 -1.569 -1.434
N -3.0610 -3.1351 2.4007 1.316 1.342 0.643
P -0.8783 0.1693 4.5158 -0.771 1.433 1.230
O -1.6128 1.5600 3.7783 2.291 -1.516 0.663
Cl 1.1529 0.7742 4.8538 -1.108 -0.410 -0.809
H 2.2570 -1.5486 3.6347 0.174 -0.283 -1.587
H 3.6967 -1.7655 2.5226 -1.744 -0.112 -0.153
H 2.2508 -2.9209 2.3722 0.362 1.628 0.276
H 2.0827 -1.3892 0.4422 -0.423 0.773 1.161
H -0.8193 -2.9120 4.6561 0.694 0.485 -0.375
H -0.0648 -3.1786 3.2403 -0.065 0.772 0.565
H -3.5906 -0.7304 3.0944 0.283 -0.282 0.527
H -3.0829 -2.3064 4.7505 0.296 0.965 -0.571
H -2.1471 -3.3479 1.9549 -0.922 -0.074 0.047
H -0.9149 2.2636 3.8299 -0.863 -0.619 -0.338
C -1.2115 0.3568 -3.1477 0.069 0.035 0.414
N 0.1518 0.9028 -2.7669 -0.007 -0.041 -0.140
C 0.9675 -0.2326 -2.1901 -0.141 0.343 -0.148
C -0.0116 1.9706 -1.7135 0.035 -0.236 -0.210
C 0.9022 1.4401 -3.9972 -0.514 0.002 0.061
C 0.2402 2.6284 -4.6915 -0.333 0.210 -0.017
O -1.0588 2.2909 -5.1627 0.068 0.041 0.091
H -1.5848 -0.2399 -2.3130 0.183 0.023 -0.039
H -1.8988 1.1826 -3.3154 0.219 -0.132 -0.196
H -1.1068 -0.2651 -4.0353 -0.045 0.138 0.048
H 0.4505 -0.6205 -1.3091 0.034 0.111 -0.192
H 1.9492 0.1509 -1.9087 -0.091 -0.044 -0.025
H 1.0617 -1.0124 -2.9474 -0.010 0.096 0.092
H -0.6607 2.7559 -2.0977 0.082 -0.097 0.003
H 0.9739 2.3684 -1.4674 -0.118 -0.050 0.038
H -0.4671 1.5159 -0.8324 0.107 0.064 -0.061
H 0.9859 0.5985 -4.6907 -0.038 0.084 0.121
H 1.9032 1.7222 -3.6565 -0.185 -0.018 -0.033
H 0.8489 2.9213 -5.5521 0.353 -0.118 0.248
H 0.1637 3.4945 -4.0246 0.255 -0.090 0.044
H -1.4425 3.0839 -5.5634 0.052 -0.264 0.009
```
Positions in Å, forces in eV/Å.

The HOMO energy is -11.0843 eV. For the energy, the calculation gives -56190.87513 eV. Its charge is +1. As for the HOMO-LUMO gap: 8.56 eV.



Density functional theory data (wB97M-V/def2-TZVPD) for a structure of composition C9H24IOP2Pb.

```
38
Properties=species:S:1:pos:R:3:forces:R:3
C 2.2281 0.8019 -2.8724 0.722 -0.119 -0.699
I 2.3832 -1.1535 -1.8511 -0.379 1.301 -0.351
H 1.3689 1.4019 -2.5545 0.209 -0.392 -0.005
H 2.1501 0.5447 -3.9361 0.036 0.131 0.378
H 3.1731 1.3174 -2.6633 -0.330 -0.214 -0.049
Pb 0.1246 0.4520 -0.3070 0.519 -0.542 -0.102
P -2.0661 -0.9425 -1.6868 -1.383 -1.338 -2.949
C -1.6276 -2.6714 -2.0808 0.842 -0.055 0.834
C -3.8640 -1.1145 -1.3876 -0.052 0.699 1.436
H -4.3666 -1.4915 -2.2898 0.469 0.076 0.021
H -2.7738 -0.7374 -3.9983 0.178 0.065 0.258
H -4.2880 -0.1376 -1.1216 -0.085 -0.243 -0.112
H -2.3867 0.8578 -3.2676 0.010 -0.261 -0.230
H -1.7403 -3.2878 -1.1787 0.001 -0.028 -0.294
H -4.0503 -1.8060 -0.5557 0.002 0.137 -0.191
C -2.0702 -0.1921 -3.3531 0.568 0.814 0.317
H -2.3031 -3.0427 -2.8665 0.093 0.270 0.209
H -1.0620 -0.2225 -3.7890 -0.287 -0.016 0.009
H -0.5866 -2.7293 -2.4220 -0.263 -0.111 -0.034
P 1.4386 1.2507 2.1848 2.610 1.365 1.714
C 2.7157 0.0838 2.7708 -0.467 -0.868 -0.668
C 2.4626 2.6772 1.6887 -0.469 0.078 -0.880
H -0.0409 2.5637 3.5873 0.187 -0.067 0.250
H 1.5591 2.3256 4.3625 0.052 -0.166 -0.386
H 0.3524 0.9991 4.3503 0.080 0.238 -0.062
C 0.7635 1.8416 3.7789 -1.472 -0.314 -0.361
H 1.8014 3.5131 1.4195 0.314 -0.061 0.096
H 3.1080 2.9683 2.5288 -0.203 -0.140 -0.151
H 3.3963 0.6212 3.4476 -0.265 -0.002 -0.187
H 3.2752 -0.3148 1.9151 0.056 0.040 0.296
H 3.0804 2.4164 0.8183 -0.059 0.145 0.246
H 2.2331 -0.7438 3.3076 0.267 0.136 -0.045
C 0.7813 -1.9814 0.7226 -0.127 -2.490 1.450
O 0.8410 -3.0064 1.2086 0.014 2.140 -1.108
C -1.3258 -0.2067 1.3355 -2.238 -0.531 2.259
H -2.0274 0.6404 1.4526 0.416 -0.158 -0.316
H -0.7905 -0.3831 2.2801 0.041 0.108 -0.534
H -1.8668 -1.1122 1.0223 0.395 0.372 -0.059
```
Positions in Å, forces in eV/Å.

The HOMO energy (spin up / spin down) is -19.7325 / -19.3872 eV. For the energy, the calculation gives -43663.21033 eV. Its charge is +3. As for the HOMO-LUMO gap (spin up / spin down): 5.50 / 5.28 eV.



Density functional theory data (wB97M-V/def2-TZVPD) for a structure of composition C9H24N4OS2Tc.

```
41
Properties=species:S:1:pos:R:3:forces:R:3
Tc 0.6282 -0.3655 -0.0610 -1.584 1.135 0.066
N 2.6795 -0.4724 -0.9046 -0.936 -0.804 -0.149
C 3.8426 0.4327 -0.6654 1.129 0.912 0.148
C 3.7347 1.7701 -1.3909 0.016 0.051 0.308
C 3.1171 2.8918 -0.5516 -0.023 0.208 -0.354
C 1.9532 2.5018 0.3474 1.186 0.482 0.842
N 0.8803 1.7526 -0.3591 -0.678 -0.362 -0.474
H 3.0342 -1.4158 -0.7192 -0.135 -0.018 -0.035
H 2.5331 -0.4703 -1.9214 -0.018 -0.020 -0.074
H 4.7405 -0.0832 -1.0324 -0.325 -0.173 0.085
H 3.9793 0.5781 0.4088 -0.055 -0.144 -0.042
H 3.2242 1.6409 -2.3502 -0.046 -0.039 -0.089
H 4.7420 2.1069 -1.6612 -0.134 -0.219 -0.037
H 2.8284 3.7023 -1.2326 -0.127 -0.063 0.172
H 3.8803 3.3418 0.0913 -0.108 -0.126 0.059
H 1.5508 3.4228 0.7853 -0.283 -0.291 -0.069
H 2.2889 1.8926 1.1967 -0.015 0.038 -0.062
H 1.0075 1.9217 -1.3649 -0.159 -0.005 -0.015
H -0.0052 2.2026 -0.1138 -0.170 -0.189 -0.123
O -1.3890 -0.1415 -0.0479 3.771 -0.184 -0.427
S -2.9073 -0.1972 0.3064 -2.227 0.047 -0.537
C -3.7403 -1.2568 -0.9584 0.145 -0.437 -0.063
C -5.1371 -0.6731 -1.0353 -1.071 -0.573 -0.010
C -5.0861 0.8376 -0.8597 -0.910 0.686 -0.079
C -3.6743 1.2749 -0.4948 0.056 0.604 0.209
H -3.7444 -2.3058 -0.6664 0.185 0.065 0.185
H -3.1955 -1.1404 -1.8985 0.192 0.159 0.119
H -5.8170 -1.1240 -0.2968 0.439 0.092 -0.033
H -5.6013 -0.9471 -1.9947 0.404 0.002 0.146
H -5.8256 1.1683 -0.1161 0.437 -0.157 -0.025
H -5.4049 1.3588 -1.7766 0.405 -0.123 0.212
H -3.6712 2.1292 0.1817 0.177 -0.129 0.138
H -3.0780 1.5112 -1.3788 0.192 -0.231 0.041
N 1.8660 -3.0791 3.4635 0.174 0.146 -0.001
C 0.9692 -3.2379 2.5312 -0.440 -0.124 0.792
N -0.0276 -4.0829 2.6134 -0.046 0.037 -0.258
S 1.1170 -2.3746 0.9695 0.674 -0.257 -0.507
H 1.8369 -3.6421 4.3132 -0.061 -0.036 0.021
H 2.6723 -2.4697 3.3987 -0.058 0.050 -0.140
H -0.1481 -4.7125 3.4068 0.133 -0.006 0.030
H -0.6551 -4.2464 1.8375 -0.108 -0.003 0.028
```
Positions in Å, forces in eV/Å.

The HOMO energy (spin up / spin down) is -22.3588 / -22.3598 eV. For the energy, the calculation gives -41553.59637 eV. Its expectation value of S² is 4.12. Its charge is +4. As for the spin multiplicity: 4. As for the HOMO-LUMO gap (spin up / spin down): 4.23 / 5.61 eV. The value obtained for the energy relative to the best compared isomer or geometry (same formula, charge and spin) is 20.4 kcal/mol.



Density functional theory data (wB97M-V/def2-TZVPD) for a structure of composition C9H24N4S3V.

```
41
Properties=species:S:1:pos:R:3:forces:R:3
V -1.1659 -0.0727 -0.4554 3.241 -1.975 3.255
S 0.9517 -0.1299 -1.9892 -0.387 -0.681 -0.981
S -1.3003 -0.4219 2.0409 -0.979 -0.793 0.450
C 0.5224 0.2125 -3.7349 0.226 0.073 -0.160
C 0.9942 -1.9775 -2.1463 0.208 0.485 0.035
C -0.2986 -2.5924 -1.6459 0.028 -0.204 0.450
N -0.5054 -2.0879 -0.2583 0.142 -1.192 0.242
C -1.6392 -2.7173 0.4902 0.370 -0.207 -0.202
C -1.5564 -2.2400 1.9377 0.241 -0.043 0.096
H 1.8767 -2.2677 -1.5558 -0.412 -0.279 -0.177
H 1.1734 -2.2366 -3.1936 0.087 0.130 0.211
H -0.2292 -3.6949 -1.6897 -0.102 0.378 0.093
H -1.1874 -2.2701 -2.2173 0.469 -0.187 -0.089
H -1.5880 -3.8286 0.4742 -0.077 0.620 -0.132
H -2.5672 -2.3938 -0.0270 0.283 -0.267 0.425
H -0.6702 -2.6577 2.4410 -0.362 -0.102 -0.186
H -2.4508 -2.5403 2.4973 0.307 0.203 -0.009
C -3.0601 0.0781 2.1511 0.199 0.051 -0.041
H 0.3713 -2.2283 0.2877 -0.752 0.083 -0.515
H -3.5843 -0.2115 1.2359 -0.099 0.098 0.256
H -3.0809 1.1632 2.2735 -0.133 -0.164 0.031
H -3.5006 -0.4000 3.0299 0.045 0.158 -0.177
H 0.3546 1.2873 -3.8442 0.254 -0.478 -0.081
H -0.3801 -0.3319 -4.0333 0.145 0.114 0.159
H 1.3671 -0.0973 -4.3611 -0.194 0.115 0.201
C 2.5143 -0.3897 1.2120 -1.836 0.589 -0.628
C 2.3671 0.9379 1.0839 -1.694 -0.721 -0.846
H 2.8256 -1.0045 0.3755 0.611 0.142 0.082
H 1.8825 -0.9196 1.9293 1.045 0.104 0.672
H 2.3902 1.3995 0.0896 1.225 0.056 0.453
H 1.7373 1.5024 1.7772 0.662 -0.184 0.380
N -0.9145 1.9528 0.3962 -0.472 1.299 0.468
N -0.5319 2.4420 -0.8745 0.060 0.669 -0.050
C -1.2703 1.9841 -1.8964 -2.494 1.730 -2.565
N -1.2072 2.6633 -3.0800 0.230 0.242 1.464
S -2.5890 0.7707 -1.8740 -0.143 2.223 -1.341
H -1.7776 2.4543 0.7138 0.704 -0.339 -0.436
H -0.1923 2.2086 1.0924 -0.237 -0.578 -0.633
H 0.0657 3.2848 -0.9324 -0.654 -0.618 -0.139
H -1.9185 2.4412 -3.7679 0.225 -0.061 0.100
H -0.8726 3.6301 -3.0871 0.018 -0.490 -0.131
```
Positions in Å, forces in eV/Å.

The HOMO energy (spin up / spin down) is -14.1452 / -16.0000 eV. For the energy, the calculation gives -73859.63232 eV. Its expectation value of S² is 3.76. Its charge is +2. As for the spin multiplicity: 4. As for the HOMO-LUMO gap (spin up / spin down): 7.56 / 9.41 eV. The value obtained for the energy relative to the best compared isomer or geometry (same formula, charge and spin) is 21.6 kcal/mol.



Density functional theory data (wB97M-V/def2-TZVPD) for a structure of composition C9H24O9S3Sn.

```
46
Properties=species:S:1:pos:R:3:forces:R:3
Sn 1.9407 0.2003 0.6161 -0.348 -0.109 -0.001
O 5.5703 -0.1973 -2.6308 2.611 0.325 -0.642
S 7.0048 0.0096 -2.9638 2.820 -0.340 1.320
O 8.1134 -0.7611 -2.2638 -3.841 2.077 -1.933
O 7.2021 -0.1362 -4.5623 -0.500 -0.118 1.788
C 8.5636 -0.3152 -5.0482 1.431 -0.495 1.347
C 8.5482 0.0748 -6.4351 -0.199 -0.385 -3.245
C 7.4284 1.8507 -2.8340 -1.410 -1.388 -0.149
H 8.9072 -1.3322 -4.8589 -0.505 -0.161 -0.149
H 9.3683 0.2651 -4.5967 -0.727 0.596 1.094
H 9.5173 0.2813 -6.8893 0.300 0.226 0.620
H 7.9152 0.9396 -6.6337 -0.023 -0.069 0.076
H 8.2368 -0.7673 -7.0533 -0.650 0.152 -0.148
H 7.5922 2.1100 -1.7880 0.296 -0.154 -0.215
H 6.5082 2.3144 -3.1894 0.040 0.127 0.028
H 8.2240 2.1047 -3.5344 0.149 -0.310 0.399
O -2.0523 2.8730 0.7784 -0.768 0.751 0.148
S -3.2300 3.6306 0.3832 -2.123 -1.061 -0.199
O -3.6067 3.6081 -1.0053 0.498 0.388 0.555
O -4.5050 3.0516 1.2210 1.986 -0.215 0.254
C -5.8653 3.1782 0.7679 -0.275 0.690 0.035
C -6.8277 2.9618 1.9409 -0.744 -0.174 -0.864
C -3.2386 5.2767 1.0770 0.656 -0.639 -0.811
H -5.9945 2.5272 -0.0967 -0.252 -0.322 0.344
H -6.0568 4.1756 0.3722 0.368 0.278 0.058
H -6.6381 3.4641 2.8895 0.756 -0.158 -0.178
H -7.0936 1.9143 2.0828 0.335 0.013 0.249
H -7.7549 3.4403 1.6254 -0.214 -0.100 -0.169
H -2.6226 5.8742 0.4049 0.210 0.098 0.306
H -2.8129 5.1268 2.0692 -0.239 0.513 -0.012
H -4.2561 5.6640 1.0255 0.078 -0.209 0.294
O -2.3096 -3.0468 4.8701 -0.062 -0.087 -2.411
S -2.4671 -2.8382 3.4296 -0.790 -0.649 1.056
O -1.6066 -1.8349 2.8104 -0.132 -1.177 -0.135
O -2.3181 -4.2612 2.5515 0.913 2.823 0.876
C -3.2495 -5.3159 2.7195 -0.864 -1.490 0.453
C -2.8705 -6.3142 3.8260 0.815 0.765 -0.524
C -4.2174 -2.3905 3.0897 2.002 -0.459 -0.291
H -3.2943 -5.8387 1.7641 0.376 0.115 -0.122
H -4.2705 -4.9547 2.8426 0.042 0.283 0.281
H -1.8363 -6.6312 3.6913 0.039 -0.130 -0.356
H -3.4920 -7.2046 3.7314 -0.164 0.220 0.448
H -2.8298 -5.8213 4.7973 -0.691 -0.250 0.131
H -4.2193 -1.3012 3.1285 -0.332 -0.168 0.510
H -4.7677 -2.9699 3.8310 -0.389 0.512 -0.277
H -4.3367 -2.6845 2.0469 -0.478 -0.136 0.162
```
Positions in Å, forces in eV/Å.

The HOMO energy is -14.9690 eV. For the energy, the calculation gives -66461.86890 eV. Its charge is +2. As for the HOMO-LUMO gap: 2.05 eV. The value obtained for the energy relative to the best compared isomer or geometry (same formula, charge and spin) is 156.8 kcal/mol.



- What is the formula in the sixth record?
  C9H24O9S3Sn



- Which formula does entry 4 have?
  C9H24N4OS2Tc



- Which value of charge does entry 2 give?
  +1